Entry 1:
# C31H49NO3P2SYb

A molecular structure, C31H49NO3P2SYb in a non-equilibrium geometry (ωB97M-V with the def2-TZVPD basis set, OMol25).

Geometry as XYZ:
```
88
Properties=species:S:1:pos:R:3:forces:R:3
Yb -0.8105 0.3239 -0.4875 4.697 -0.892 -0.507
C -2.4711 1.9375 -0.1067 -0.673 -0.042 0.224
C -2.9317 1.0729 -1.1409 -0.631 -0.073 0.366
C -2.7323 -0.1624 0.7887 -0.676 0.138 -0.078
C -2.3372 1.1690 1.0829 -0.952 0.384 0.035
C -3.0768 -0.2329 -0.5879 -0.783 0.527 0.019
C -2.2177 3.3945 -0.2654 -0.019 0.581 0.039
H -1.7946 3.6410 -1.2465 -0.023 -0.007 0.118
H -1.5406 3.7672 0.5076 -0.062 0.001 -0.116
H -3.1553 3.9651 -0.1767 0.228 -0.162 -0.026
C -1.8765 1.6255 2.4161 0.246 0.245 0.690
H -1.5286 2.6639 2.4088 -0.049 -0.199 -0.049
H -1.0657 0.9830 2.7959 -0.200 0.239 -0.004
H -2.6872 1.5666 3.1569 0.116 -0.013 -0.230
C -2.8137 -1.2792 1.7605 0.102 -0.542 0.548
H -3.8496 -1.4565 2.0957 0.251 0.177 -0.226
H -2.2066 -1.0900 2.6526 -0.127 -0.120 -0.281
H -2.4562 -2.2273 1.3350 -0.058 0.169 0.172
C -3.5125 -1.4549 -1.3170 -0.307 -0.430 -0.143
H -4.6091 -1.5444 -1.3151 0.262 0.030 -0.021
H -3.1221 -2.3593 -0.8408 -0.068 0.071 -0.081
H -3.1862 -1.4500 -2.3617 -0.073 -0.034 0.103
C -3.2469 1.4916 -2.5303 -0.221 0.312 -0.773
H -4.2258 1.9991 -2.5870 0.324 -0.179 0.109
H -3.2861 0.6440 -3.2239 -0.032 0.210 0.240
H -2.5037 2.2005 -2.9233 -0.242 -0.126 0.062
C 1.1940 0.7338 -3.2856 -0.243 0.494 -0.026
C 0.1719 1.5923 -3.4673 0.578 -0.158 0.196
C -0.4321 1.8417 -4.8207 -0.381 0.582 -0.145
C -1.3163 0.7153 -5.4457 -0.613 0.228 -0.245
C -1.4145 -0.5871 -4.6981 0.176 -0.329 -0.074
C -0.3726 -1.4117 -4.5482 -0.223 0.113 -0.044
C 0.9790 -1.1112 -5.1351 0.325 -0.504 -0.222
C 1.8251 -0.0042 -4.4344 0.592 -0.329 0.087
H 0.3522 2.1050 -5.5508 -0.075 -0.146 0.417
H -0.9690 0.5525 -6.4805 -0.093 -0.129 0.393
H -1.0595 2.7453 -4.7376 0.269 -0.301 -0.110
H 2.1497 0.7107 -5.2096 -0.184 -0.061 0.389
H 1.7121 0.6196 -2.3236 -0.305 0.231 -0.088
H -0.1621 2.2875 -2.6812 0.201 -0.407 0.086
H 2.7526 -0.4729 -4.0673 -0.311 0.216 -0.119
H 1.5672 -2.0444 -5.1098 -0.201 0.380 -0.102
H -0.4656 -2.3757 -4.0406 -0.216 0.302 -0.130
H 0.8918 -0.8468 -6.2036 -0.161 -0.109 0.407
H -2.3390 1.1156 -5.5427 0.388 -0.130 -0.039
H -2.4150 -0.8632 -4.3495 0.460 -0.094 -0.028
P 1.4792 2.3667 0.3902 0.374 0.649 0.154
C 1.3168 3.4181 1.8857 -0.653 -0.261 0.157
H 2.2969 3.8414 2.1233 -0.144 -0.030 -0.116
H 0.9819 2.8247 2.7459 0.088 0.237 -0.136
H 0.6081 4.2329 1.6916 0.087 -0.172 0.107
C 3.1878 1.7890 0.6619 0.000 -0.664 -0.161
H 3.7783 2.6225 1.0617 -0.129 -0.203 -0.153
H 3.6169 1.4611 -0.2923 0.018 -0.010 0.173
H 3.1952 0.9656 1.3865 0.098 0.208 -0.123
C 1.8407 3.6960 -0.8255 -0.293 -0.059 -0.304
H 2.2238 3.2627 -1.7574 -0.091 0.153 0.131
H 2.5895 4.3869 -0.4144 -0.200 -0.217 -0.066
H 0.9196 4.2528 -1.0413 0.237 -0.020 -0.037
P 0.8722 -2.2728 -0.3655 -0.259 -1.135 -0.062
C -0.2607 -3.5239 -1.1062 -0.321 0.182 -0.161
H 0.3172 -4.3935 -1.4574 -0.229 0.274 0.155
H -0.7929 -3.0699 -1.9577 0.099 -0.337 0.215
H -0.9972 -3.8532 -0.3586 0.192 0.089 -0.237
C 2.3185 -2.5571 -1.4512 0.204 0.561 -0.177
H 2.0281 -2.5565 -2.5091 0.064 0.091 0.193
H 2.7675 -3.5281 -1.2012 -0.142 0.303 -0.086
H 3.0470 -1.7573 -1.2742 0.069 -0.257 -0.153
C 1.4176 -3.2322 1.0957 -0.169 0.630 0.463
H 1.8289 -4.1977 0.7690 -0.184 0.297 0.017
H 0.5632 -3.3679 1.7794 0.346 0.055 -0.146
H 2.1873 -2.6525 1.6237 -0.162 -0.226 -0.008
O -0.6651 -2.5594 3.5028 0.942 1.000 0.824
C 0.0989 -1.7049 4.0041 -0.331 -0.183 -0.959
N 0.3983 -0.5036 3.4253 0.124 -0.113 -0.887
S 1.6107 0.3023 4.1511 -1.042 -1.606 0.821
O 1.1679 1.6020 4.5905 0.170 0.260 -0.304
O 2.8547 0.2159 3.4195 -0.085 0.343 -0.355
C 1.7074 -0.8231 5.5113 0.590 0.127 0.780
C 2.5292 -0.7298 6.6331 -0.346 -0.503 -0.072
C 2.4683 -1.7757 7.5668 -0.371 -0.013 -0.538
C 1.5951 -2.8662 7.3592 0.068 0.433 -0.150
C 0.7728 -2.9185 6.2306 -0.094 0.259 -0.390
C 0.8435 -1.8760 5.2927 0.162 -0.500 0.791
H 3.1786 0.1321 6.7520 -0.018 -0.188 0.122
H 3.0934 -1.7427 8.4532 -0.090 -0.029 -0.096
H 1.5461 -3.6679 8.0957 0.050 0.221 -0.174
H 0.0629 -3.7325 6.0517 0.359 0.241 0.156
```
Positions in Å, forces in eV/Å.

LUMO (alpha / beta) = -0.11886 / -0.15618 Ha
Energy relative to the best compared isomer or geometry (same formula, charge and spin) = 0.0 kcal/mol
Spin multiplicity = 2
HOMO energy (alpha / beta) = -10.56 / -10.56 eV
Net charge = +1
Orbital gap (alpha / beta) = 7.323 / 6.307 eV
Max |F| = 4.8 eV/Å
Energy = -3730.4479 Eh
⟨S²⟩ = 0.7511

Entry 2:
# C4H10O2

2 unconnected molecules or ions with the total composition C4H10O2 (ωB97M-V with the def2-TZVPD basis set, OMol25).

Geometry as XYZ:
```
16
Properties=species:S:1:pos:R:3:forces:R:3
C 0.0012 3.0067 -0.0292 0.095 0.320 -0.019
O -0.6148 1.7475 0.0442 -0.070 -0.026 -0.005
C 0.3267 0.7109 0.1567 0.165 -0.195 0.044
C -0.4272 -0.6094 0.1989 -0.027 0.176 0.142
O 0.1534 -1.4973 -0.7788 -0.225 -0.239 -0.100
C -0.6123 -2.5064 -1.1018 0.187 0.304 -0.364
H -0.7901 3.7489 -0.1524 0.130 -0.079 0.027
H 0.5694 3.2323 0.8869 -0.086 -0.038 -0.126
H 0.6885 3.0667 -0.8877 -0.107 -0.010 0.118
H 1.0033 0.6968 -0.7129 -0.095 0.040 0.105
H 0.9475 0.8515 1.0568 -0.105 0.006 -0.125
H -0.3548 -1.1080 1.1714 0.010 0.073 -0.167
H -1.4797 -0.4543 -0.0467 0.136 -0.006 0.017
H 0.2960 -3.9180 0.2592 -0.033 -0.172 0.167
H -0.4099 -3.6311 0.2435 0.110 -0.333 0.268
H 0.0214 -3.1180 -1.7878 -0.083 0.179 0.019
```
Positions in Å, forces in eV/Å.

LUMO = 0.03070 Ha
Energy relative to the best compared isomer or geometry (same formula, charge and spin) = 124.5 kcal/mol
Spin multiplicity = 1
HOMO energy = -8.60 eV
Orbital gap = 9.440 eV
Max |F| = 0.5 eV/Å
Energy = -308.6998 Eh

Entry 3:
# C19H16N4O4S2

A molecular structure, C19H16N4O4S2 in a non-equilibrium geometry (ωB97M-V with the def2-TZVPD basis set, OMol25).

Geometry as XYZ:
```
45
Properties=species:S:1:pos:R:3:forces:R:3
O 1.0814 3.4599 1.3312 -0.081 0.366 0.196
C 0.8353 2.4492 0.7112 -0.099 -0.163 -0.294
N 1.6243 1.3636 0.6720 0.190 -0.281 -0.172
H 1.3339 0.5767 0.0956 0.049 0.160 0.042
C 2.9018 1.2727 1.3511 -0.088 -0.148 0.029
C 3.8854 0.5673 0.4823 0.456 0.894 -0.079
C 4.9177 1.0125 -0.2869 -0.513 -0.132 0.471
C 5.4562 -0.1297 -0.9315 -0.244 -0.539 0.078
C 4.7076 -1.1822 -0.5118 0.763 0.123 -0.607
O 3.7544 -0.7751 0.3458 -0.216 0.110 0.273
H 4.7514 -2.2293 -0.7360 -0.076 -0.173 0.028
H 6.2832 -0.1548 -1.6104 0.164 -0.100 -0.151
H 5.2572 2.0235 -0.3784 0.006 0.260 0.033
H 2.7836 0.7229 2.2949 0.087 0.155 -0.033
H 3.2349 2.2888 1.5742 0.039 -0.177 0.001
C -0.4554 2.2703 -0.1112 -0.266 0.426 0.218
N -0.1730 1.4092 -1.2481 -0.682 -0.379 -0.460
S -1.3526 0.5618 -2.0569 0.277 0.083 -0.166
O -0.7042 0.0633 -3.2327 0.215 -0.070 0.090
O -2.5663 1.3079 -2.2221 0.045 -0.097 0.199
C -1.6773 -0.8118 -0.9632 -0.565 0.694 -0.600
C -2.9578 -1.2498 -0.7820 0.415 0.587 -0.348
C -3.2447 -2.3763 0.0148 0.282 -0.623 0.378
C -2.2504 -3.0855 0.6313 -0.645 -0.029 -0.065
C -0.9230 -2.6572 0.4625 0.778 0.644 -0.390
N 0.1825 -3.1863 0.9896 0.025 -0.581 0.381
S 1.4490 -2.3236 0.5289 -1.227 -0.145 -0.073
N 0.6799 -1.2284 -0.3654 0.392 0.150 -0.332
C -0.6264 -1.5004 -0.3464 0.852 -0.968 0.657
H -2.4537 -3.9531 1.2382 -0.072 -0.086 0.065
H -4.2733 -2.6805 0.1302 -0.089 -0.032 0.020
H -3.7514 -0.7017 -1.2643 -0.148 0.054 -0.012
H 0.5002 1.7799 -1.9005 0.126 -0.122 -0.286
C -1.5439 1.6421 0.7302 -0.193 0.226 0.383
C -1.2654 0.6675 1.6823 -0.063 0.087 0.152
C -2.2890 0.0588 2.3869 0.050 -0.043 0.049
C -3.6046 0.4156 2.1494 -0.024 0.008 0.016
C -3.8880 1.4061 1.2248 -0.084 0.033 0.001
C -2.8648 2.0215 0.5259 0.067 0.060 0.155
H -3.0947 2.7872 -0.1976 -0.004 0.063 -0.079
H -4.9103 1.7036 1.0468 -0.102 0.037 -0.019
H -4.4030 -0.0665 2.6936 -0.084 -0.037 0.051
H -2.0562 -0.6979 3.1217 0.027 -0.066 0.065
H -0.2444 0.3864 1.8888 0.096 -0.047 0.003
H -0.7916 3.2678 -0.4300 0.162 -0.183 0.129
```
Positions in Å, forces in eV/Å.

LUMO = -0.04286 Ha
Energy relative to the best compared isomer or geometry (same formula, charge and spin) = 0.0 kcal/mol
Spin multiplicity = 1
HOMO energy = -9.00 eV
Orbital gap = 7.829 eV
Max |F| = 1.4 eV/Å
Energy = -2049.9834 Eh

Entry 4:
# C3H6I2NO

A molecular structure, C3H6I2NO in a non-equilibrium geometry (ωB97M-V with the def2-TZVPD basis set, OMol25).

Geometry as XYZ:
```
13
Properties=species:S:1:pos:R:3:forces:R:3
C -3.7705 -1.6722 0.4803 1.860 -1.350 1.188
C 0.5640 0.7838 -0.6538 0.396 3.367 1.262
C -1.5394 -0.0984 0.4121 -1.996 -0.172 2.156
N -0.5450 -0.2253 -0.5868 3.119 -1.544 -3.184
O -3.6093 -2.6891 1.0077 -0.112 1.640 -0.905
I -5.1631 -0.4928 -0.3186 -0.831 0.220 -0.395
I -2.4792 1.8097 0.1659 0.488 -0.401 0.342
H 1.5246 0.4412 -1.0276 -0.306 -0.824 -0.390
H 0.1816 1.5879 -1.3758 0.824 -0.707 1.620
H 0.8523 1.1530 0.4489 -1.219 -0.533 -2.550
H -1.0321 -0.2188 1.4138 -0.794 0.334 -1.036
H 0.0655 -1.0662 -0.5454 -1.241 -0.276 0.728
H -0.9044 -0.3016 -1.5718 -0.190 0.248 1.166
```
Positions in Å, forces in eV/Å.

LUMO (alpha / beta) = -0.18796 / -0.19581 Ha
Energy relative to the best compared isomer or geometry (same formula, charge and spin) = 65.0 kcal/mol
Spin multiplicity = 1
HOMO energy (alpha / beta) = -12.15 / -11.89 eV
Net charge = +1
Orbital gap (alpha / beta) = 7.039 / 6.565 eV
Max |F| = 4.7 eV/Å
Energy = -842.8845 Eh

Entry 5:
# C28H40Cl4I2MnN7O3

A molecular structure, C28H40Cl4I2MnN7O3 in a non-equilibrium geometry (ωB97M-V with the def2-TZVPD basis set, OMol25).

Geometry as XYZ:
```
85
Properties=species:S:1:pos:R:3:forces:R:3
Mn 12.5988 2.2888 15.6410 -0.280 0.685 0.739
Cl 13.1739 8.3179 12.7653 -0.092 0.325 -0.011
C 12.7453 7.0682 13.8745 0.233 -0.269 -0.705
C 12.4370 7.3519 15.1869 -0.140 -0.151 0.714
Cl 12.4714 8.9142 15.8637 -0.014 0.993 -0.129
C 12.1764 6.3164 16.0751 -0.524 -1.574 -0.142
Cl 11.5068 6.4192 17.6851 0.376 0.650 -0.411
C 12.3197 5.0094 15.6167 0.371 -0.176 2.203
O 12.1279 3.9552 16.4194 0.081 0.049 -0.437
C 12.8144 4.6986 14.3652 -1.867 0.566 -1.332
O 12.8543 3.4144 14.1131 0.926 -0.789 -0.619
C 12.8224 5.7386 13.4263 1.091 -0.667 0.347
Cl 13.2417 5.2903 11.7936 -0.146 0.308 0.233
C 18.1919 0.8371 16.8444 0.966 1.139 -1.104
N 17.8634 1.7234 15.6694 -2.204 -1.643 1.178
C 18.7575 2.7967 15.3797 0.238 0.763 -0.398
C 17.7975 3.8567 14.8535 0.583 -0.654 0.292
N 16.7574 3.7019 15.8841 0.431 1.496 -2.209
C 15.6813 4.7105 15.6096 -0.790 -2.734 1.653
C 16.5647 2.3207 15.8067 -1.601 0.615 0.703
N 15.3920 1.7894 15.8652 1.371 -0.731 0.198
C 15.4249 0.3218 15.7083 -0.250 0.232 -0.708
C 14.0352 -0.2783 15.7903 0.824 0.287 -0.850
N 13.1565 0.4605 14.8849 1.616 0.501 1.216
C 12.3023 -0.2212 14.2278 -2.349 0.126 -1.864
N 11.7595 -1.4370 14.5471 -0.176 0.360 -0.081
C 11.6709 -1.8818 15.9689 -0.252 -0.375 -0.710
C 10.7169 -1.7456 13.5110 0.104 0.301 0.044
C 10.4531 -0.3972 12.8525 -0.579 -0.196 1.094
N 11.6939 0.3043 13.1067 0.313 -1.121 1.208
C 12.1836 1.2509 12.1544 -0.728 -0.410 -2.051
H 19.2648 0.9612 17.0289 -0.231 0.356 0.368
H 18.1121 -0.2182 16.6854 -0.511 -0.583 -0.584
H 17.5724 1.1154 17.6839 0.095 0.109 0.466
H 19.4806 2.4406 14.6674 0.659 0.200 -0.196
H 19.1782 3.2269 16.2781 0.634 -0.084 0.372
H 17.4570 3.5321 13.8249 0.063 0.773 0.801
H 18.1702 4.8746 14.9203 0.223 -0.024 -0.479
H 14.8831 4.2839 16.2521 -0.123 0.844 -0.617
H 15.4077 4.6858 14.5632 -0.170 0.069 -0.272
H 15.9003 5.7168 15.9531 0.523 -0.125 0.062
H 16.0374 -0.1706 16.4767 -0.042 0.050 -0.408
H 15.7863 0.1160 14.6726 0.240 -0.082 0.754
H 13.7019 -0.2447 16.7991 -0.391 0.170 0.835
H 14.1225 -1.3214 15.4757 -0.079 -0.027 0.021
H 12.0802 -1.2254 16.7333 -0.478 0.650 -0.626
H 12.2655 -2.7657 16.0729 0.280 -0.898 -0.010
H 10.6472 -2.1346 16.2286 -0.204 0.208 -0.113
H 9.8024 -2.1032 13.9575 -0.114 -0.262 0.378
H 11.0154 -2.4120 12.7010 0.609 -0.552 0.535
H 9.5744 0.0447 13.3697 0.637 0.248 -0.580
H 10.2653 -0.4909 11.7968 -0.076 0.011 -0.441
H 12.2827 0.7513 11.0950 0.183 0.626 1.826
H 13.0886 1.7698 12.4451 -0.034 -0.108 0.150
H 11.3563 1.9500 12.0245 0.351 0.533 -0.048
I 8.7764 2.5035 14.4156 0.223 0.343 -0.025
I 7.5110 -0.1554 15.4813 -0.016 -0.283 0.089
C 11.8747 0.4846 19.3284 -0.079 -0.875 -0.171
C 11.5756 1.6988 18.4163 1.975 0.287 0.898
C 10.1100 2.0345 18.2861 -0.985 2.061 0.754
C 12.4179 2.8600 19.0641 -1.027 0.376 0.522
O 12.1275 1.3918 17.1602 0.197 -0.531 -0.717
H 11.8941 0.7042 20.3887 -0.607 0.398 0.277
H 12.8920 0.0829 19.2025 -0.152 0.254 -0.576
H 11.1688 -0.3405 19.1662 0.094 0.090 -0.072
H 9.9211 2.9490 18.9609 -0.082 -1.380 -0.823
H 9.4073 1.2423 18.5707 0.293 0.030 -0.123
H 9.8534 2.3865 17.2606 0.319 -0.379 0.687
H 12.4702 2.8074 20.1753 -0.038 -0.266 -0.620
H 11.9644 3.8213 18.8537 -0.077 0.169 -0.198
H 13.4131 2.9192 18.6604 0.471 -0.322 -0.158
C 15.5137 5.0324 23.0395 -0.406 -1.135 0.151
C 15.6254 4.8009 21.5631 -0.168 1.234 0.397
C 15.1723 5.7629 20.6785 -0.289 0.062 -0.221
C 15.1771 5.4806 19.3086 -0.125 0.516 1.606
N 15.6260 4.3615 18.8166 1.313 -1.700 -0.746
C 16.2083 3.4664 19.6483 -1.407 1.521 0.567
C 16.1836 3.6820 21.0215 0.591 -1.445 -0.869
H 16.3401 4.6325 23.6205 0.283 -0.017 -0.146
H 14.6189 4.5254 23.4417 0.172 0.273 -0.215
H 15.4280 6.0747 23.2256 -0.122 0.908 0.338
H 14.7594 6.7035 21.0406 0.064 -0.173 -0.097
H 14.7667 6.2221 18.6600 -0.272 0.231 -0.728
H 16.5882 2.5273 19.2810 0.068 0.022 -0.493
H 16.5804 2.9040 21.6409 0.214 -0.281 0.459
```
Positions in Å, forces in eV/Å.

LUMO (alpha / beta) = 0.07912 / 0.06402 Ha
Energy relative to the best compared isomer or geometry (same formula, charge and spin) = 27.2 kcal/mol
Spin multiplicity = 6
HOMO energy (alpha / beta) = -4.20 / -5.00 eV
Net charge = -1
Orbital gap (alpha / beta) = 6.351 / 6.738 eV
Max |F| = 3.3 eV/Å
Energy = -5287.2245 Eh
⟨S²⟩ = 8.7978

Entry 6:
# C4H5Br

2 unconnected molecules or ions with the total composition C4H5Br in a non-equilibrium geometry (ωB97M-V with the def2-TZVPD basis set, OMol25).

Geometry as XYZ:
```
10
Properties=species:S:1:pos:R:3:forces:R:3
C -0.3574 1.1387 -0.2776 0.214 2.910 0.864
C -0.3628 -1.0997 -0.3404 1.292 -0.433 -0.090
C -0.7568 0.0186 0.6247 1.645 -0.946 0.561
C 0.5834 0.0173 -0.5428 -1.158 0.777 0.702
Br 2.4417 0.0047 -0.1031 -0.698 0.050 0.056
H -1.1918 1.4658 -0.9421 0.645 -0.739 -0.190
H -0.0301 2.1375 0.2203 0.004 -1.921 -0.792
H 0.1110 -2.0705 -0.0157 -1.112 1.021 -0.419
H -1.0785 -1.0449 -1.1535 -0.341 -1.000 -0.108
H 0.6413 -0.5675 2.5299 -0.490 0.281 -0.584
```
Positions in Å, forces in eV/Å.

LUMO (alpha / beta) = -0.03256 / -0.01171 Ha
Energy relative to the best compared isomer or geometry (same formula, charge and spin) = 148.5 kcal/mol
Spin multiplicity = 1
HOMO energy (alpha / beta) = -8.56 / -8.34 eV
Orbital gap (alpha / beta) = 7.673 / 8.021 eV
Max |F| = 3.0 eV/Å
Energy = -2729.1342 Eh